1.
The following is a DFT calculation (ωB97M-V with the def2-TZVPD basis set) of a molecular structure, C19H41BF8IN2NbO3P at a distorted geometry.

Output
- LUMO energy: 1.64 eV
- Gap between HOMO and LUMO: 0.22061 hartree
- Net charge: -1

Each line ends with the Mulliken charge.
CARTESIAN COORDINATES (ANGSTROEM)
C -2.37768 -6.31904 -2.40654  -1.089
C -3.21860 -5.44990 -1.40874  -0.106
C -3.70477 -4.08298 -2.01671  -1.015
C -2.75981 -2.87448 -1.68764  -0.278
C -2.64675 -2.53735 -0.14982  -0.594
Nb -0.56815 -2.09257 0.68084  -1.364
O -1.08409 -3.11592 2.46638  -0.761
C 0.11292 -1.00309 -1.20853  -0.618
C 0.39774 0.53629 -1.02914  1.336
C 1.43272 1.18108 -2.02067  -0.299
C 1.71079 0.38043 -3.33397  -1.241
C -1.38924 -0.20847 1.64331  -0.756
C -0.72208 0.26913 2.98986  -0.527
C 0.39066 1.34035 2.78576  -0.194
I 1.33194 1.97663 4.64257  -0.097
P 0.30706 -4.29937 -0.40000  0.413
N -0.15102 -5.61430 0.42130  -0.895
B 1.55646 -1.86549 1.53568  1.078
O 1.92484 -1.61765 2.89366  -0.557
N 2.73211 -2.03135 0.57874  0.086
C 3.42454 -0.73880 0.35545  -0.596
C 3.65670 -3.04793 1.13525  -1.181
H -2.55916 -7.40523 -2.24335  0.331
H -1.28206 -6.15576 -2.30645  0.190
H -2.71021 -6.08658 -3.44065  0.308
H -2.71507 -5.33281 -0.42548  0.139
H -4.14494 -6.04251 -1.19654  0.350
H -4.72824 -3.88077 -1.63505  0.335
H -3.69953 -4.20341 -3.12578  0.363
H -3.22293 -1.97760 -2.17817  0.379
H -1.78938 -3.02164 -2.20567  0.078
H -3.07289 -3.41160 0.40264  0.448
H -3.30361 -1.67083 0.12017  0.358
H -1.39154 -2.45655 3.09659  0.194
H -0.56566 -1.13154 -2.08012  0.515
H 1.08677 -1.48729 -1.49181  0.205
H -0.58990 1.05445 -1.10212  0.482
H 0.72681 0.69137 0.02235  -1.249
H 2.37177 1.39661 -1.46001  0.262
H 1.03589 2.18536 -2.30672  0.242
H 2.58852 -0.27582 -3.16682  0.236
H 0.83357 -0.13644 -3.76026  0.257
H 2.03687 1.12512 -4.10342  0.433
H -2.44915 -0.45853 1.91407  0.614
H -1.46444 0.68715 0.98488  0.192
H -1.52384 0.79856 3.57045  0.520
H -0.40138 -0.55560 3.66426  0.240
H 1.20545 1.01859 2.11199  -0.531
H -0.04241 2.26220 2.33670  0.385
H -0.10831 -4.44127 -1.76552  -0.105
H 1.74847 -4.33483 -0.46004  -0.101
H -0.70429 -5.30483 1.22424  0.306
H 1.61800 -2.30437 3.48879  0.259
H 3.37670 -0.52398 -0.73734  -0.047
H 4.50291 -0.76054 0.62282  0.416
H 2.96377 0.10395 0.92040  0.149
H 3.99966 -3.70801 0.29768  0.352
H 3.14797 -3.73979 1.84849  0.342
H 4.55621 -2.62034 1.62829  0.378
C -1.18006 6.21415 0.55557  -0.766
C -0.64133 7.63425 0.86338  0.908
C 0.04101 8.40837 -0.27156  0.093
F 1.14453 7.80893 -0.73506  -0.212
F 0.43177 9.62832 0.17878  -0.280
F 0.16172 7.57112 1.94529  -0.269
F -1.72322 8.37891 1.23458  -0.333
O -0.39831 5.07330 0.94183  -0.331
C 0.60168 4.56131 0.10129  0.549
C 1.99828 4.65658 0.72512  0.519
F 2.33253 5.92784 1.01641  -0.267
F 2.92569 4.18718 -0.13823  -0.257
F 0.52286 5.12657 -1.11316  -0.337
F 0.30897 3.26452 -0.07632  -0.069
H -2.07601 6.11681 1.17113  0.393
H -1.53568 6.12389 -0.47139  0.330
H -0.64798 8.56491 -1.10614  0.274
H 2.04691 4.07292 1.64797  0.084

2.
The following is a DFT calculation (ωB97M-V with the def2-TZVPD basis set) of 8 unconnected molecules or ions with the total composition C8H16Cl16.

Output
- LUMO energy: 0.28 eV
- Gap between HOMO and LUMO: 0.39760 hartree
- SMILES string: ClCCl.ClCCl.ClCCl.ClCCl.ClCCl.ClCCl.ClCCl.ClCCl
- Energy above the lowest of the compared OMol25 structures with the same formula, charge and spin: 0.0 kcal per mole

Each line ends with the Mulliken charge.
CARTESIAN COORDINATES (ANGSTROEM)
C 5.60038 13.25331 -17.98391  -0.088
Cl 5.27951 11.53059 -18.22975  -0.181
Cl 6.58660 13.95673 -19.26233  -0.057
H 4.64981 13.77342 -17.96900  0.016
H 6.12498 13.36833 -17.04382  0.311
C 1.46041 18.49682 -16.93273  -0.111
Cl 1.32666 18.41867 -18.69988  -0.142
Cl 0.93554 20.05980 -16.28652  -0.168
H 0.85041 17.70595 -16.51632  0.306
H 2.50154 18.36296 -16.66192  0.147
C 4.69471 17.77764 -19.23171  0.479
Cl 5.12521 16.76310 -17.85348  -0.157
Cl 6.11527 18.52217 -19.97004  -0.140
H 4.18806 17.16665 -19.96808  0.124
H 4.03579 18.55672 -18.87418  -0.333
C 7.67043 16.60002 -22.70090  -0.176
Cl 8.66416 16.21200 -21.28569  -0.099
Cl 6.65472 15.25522 -23.19700  -0.155
H 7.04808 17.44537 -22.43386  0.075
H 8.33933 16.87015 -23.50858  0.344
C 2.87368 22.72587 -18.02116  -0.322
Cl 3.95297 21.31646 -18.09349  -0.039
Cl 3.12034 23.82807 -19.38773  -0.167
H 1.85374 22.36808 -18.04496  0.226
H 3.09813 23.27594 -17.11782  0.321
C 7.51739 21.52524 -18.84889  0.288
Cl 8.78929 20.76837 -19.83602  -0.157
Cl 8.14678 22.11054 -17.31560  -0.150
H 7.13199 22.37889 -19.39147  0.360
H 6.74868 20.78422 -18.68725  -0.354
C 8.72027 17.57397 -17.59065  0.427
Cl 9.48575 18.64306 -16.43542  -0.165
Cl 9.53517 16.00414 -17.71430  -0.177
H 7.70030 17.39855 -17.26831  -0.044
H 8.71637 18.03845 -18.57079  -0.050
C 1.05417 14.03634 -18.91919  -0.400
Cl 2.32188 14.89557 -19.80418  -0.081
Cl 1.07310 14.43000 -17.19998  -0.151
H 0.09320 14.33344 -19.31962  0.311
H 1.21402 12.97331 -19.04413  0.327

3.
The following is a DFT calculation (ωB97M-V with the def2-TZVPD basis set) of a molecular structure, C25H18EuN5O7 at a distorted geometry.

Output
- LUMO energy (spin up / spin down): 2.02 / 2.02 eV
- Gap between HOMO and LUMO (spin up / spin down): 0.18496 / 0.23677 hartree
- Energy above the lowest of the compared OMol25 structures with the same formula, charge and spin: 23.8 kcal per mole
- Net charge: -1
- Spin multiplicity: 8

Each line ends with the Mulliken charge.
CARTESIAN COORDINATES (ANGSTROEM)
Eu -0.63914 1.25168 0.38789  0.856
C 1.46972 1.45401 3.25341  -0.917
O 0.98847 0.63166 2.20301  0.244
C 1.65601 -0.56866 1.97750  0.942
C 2.69987 -0.97471 2.78699  -0.781
C 3.33909 -2.19004 2.55717  -0.779
C 2.91107 -2.98453 1.50884  -0.923
C 1.87074 -2.56894 0.68945  -0.432
C 1.21697 -1.34636 0.88517  0.244
N 0.18898 -0.88447 0.05408  0.540
N -0.08666 -1.76566 -0.93328  -0.761
C -1.07920 -1.57285 -1.83146  0.314
C -1.95183 -0.46217 -1.96010  0.407
O -1.76852 0.67179 -1.28646  -0.496
C -3.06334 -0.55408 -2.81806  -0.766
C -3.29315 -1.63027 -3.63087  -1.110
C -2.37814 -2.71631 -3.63952  0.985
C -2.54276 -3.81638 -4.51408  -0.852
C -1.65192 -4.85658 -4.52234  -0.377
C -0.55225 -4.82881 -3.64237  -0.807
C -0.37482 -3.77467 -2.78231  -0.378
C -1.27656 -2.68700 -2.75156  0.488
H 1.34714 0.94979 4.21439  0.283
H 0.86989 2.35947 3.23353  0.158
H 2.51788 1.71196 3.09920  0.321
H 3.04424 -0.34898 3.59807  0.337
H 4.16293 -2.49124 3.19266  0.383
H 3.39589 -3.93525 1.31577  0.366
H 1.53605 -3.17872 -0.13360  0.374
H -3.73966 0.29544 -2.81368  0.377
H -4.16246 -1.66610 -4.27952  0.297
H -3.39543 -3.81766 -5.18708  0.334
H -1.78702 -5.68981 -5.20402  0.365
H 0.16145 -5.64566 -3.64428  0.370
H 0.47071 -3.75482 -2.10972  0.363
O -2.88863 4.68209 -0.24082  -0.485
C -1.81249 4.16159 0.32877  0.828
O -0.99787 3.49236 -0.27322  -0.597
C -1.59926 4.62151 1.76171  -0.533
O -1.06042 3.61210 2.59038  -0.384
C -2.03192 2.72125 3.17414  -0.624
C -2.30685 1.67244 2.10691  0.957
O -2.81926 2.10235 1.04645  -0.586
O -1.78069 0.54007 2.20687  -0.587
H -2.94857 4.29985 -1.13362  0.389
H -2.52983 5.01973 2.16735  0.332
H -0.85371 5.41533 1.71598  0.310
H -2.93349 3.26949 3.45253  0.453
H -1.56261 2.27686 4.04585  0.341
N 1.46597 1.99097 -0.23541  -0.439
C 2.62105 1.95318 -0.18417  0.521
C 4.01285 1.92910 -0.06191  -0.026
C 4.84571 1.66183 -1.18099  0.130
N 5.54082 1.45361 -2.07996  -0.537
C 4.56082 2.16337 1.22771  0.154
N 4.97417 2.34587 2.29267  -0.589

4.
The following is a DFT calculation (ωB97M-V with the def2-TZVPD basis set) of a molecular structure, C5H6N2O at a distorted geometry.

Output
- LUMO energy: 0.06 eV
- Gap between HOMO and LUMO: 0.31780 hartree
- Energy above the lowest of the compared OMol25 structures with the same formula, charge and spin: 208.3 kcal per mole

Each line ends with the Mulliken charge.
CARTESIAN COORDINATES (ANGSTROEM)
C -0.32799 -0.36524 0.39032  0.610
C 0.28402 0.91727 -1.45497  0.075
C 1.64749 1.05602 -1.49110  -0.663
C 1.04118 -0.73955 0.71084  -0.514
C 2.14411 -0.75796 1.11057  0.028
H -3.31130 -0.76217 0.53211  0.362
H -1.57707 0.65409 -0.51167  0.393
H -0.26966 1.11650 -2.51636  0.173
H 2.01526 1.56578 -2.28889  0.338
H 2.31443 0.93437 -0.49662  0.012
H 3.43083 -0.23535 1.48644  0.329
N -1.20027 -0.64318 1.23144  -0.491
N -0.64535 0.13446 -0.79148  -0.189
O -2.30200 -0.04694 0.64017  -0.463